Record 1
C28H28BrN4Ni | wB97M-V/def2-TZVPD

Computed properties:
Gap between HOMO and LUMO (spin up / spin down) = 7.9135 / 7.5389 eV
E_tot = -5384.9601 Ha
Net charge = +1
2S+1 = 3

The geometry in XYZ format:
```
62
C28H28BrN4Ni (wB97M-V/def2-TZVPD)
Ni -0.07 0.11 0.01
C -2.41 -4.82 1.53
C -2.40 -3.56 0.71
C -3.31 -3.34 -0.32
C -3.29 -2.15 -1.04
C -2.34 -1.24 -0.68
Br -2.14 0.47 -1.50
N -1.44 -1.42 0.27
C -1.47 -2.56 0.97
H -3.20 -5.50 1.21
H -2.56 -4.59 2.59
H -1.45 -5.35 1.45
H -4.04 -4.10 -0.57
H -3.99 -1.95 -1.84
H -0.72 -2.65 1.75
C 5.70 -1.96 -3.10
C 5.52 -2.87 -1.91
C 6.47 -3.85 -1.60
C 6.31 -4.69 -0.51
C 5.18 -4.58 0.28
C 4.22 -3.63 -0.01
C 4.39 -2.77 -1.10
N 3.42 -1.78 -1.45
C 2.52 -1.18 -0.62
N 2.93 -1.00 0.65
C 2.23 -0.46 1.77
C 0.96 0.06 1.66
C 0.36 0.54 2.83
C 1.01 0.51 4.05
C 2.30 0.00 4.11
C 2.94 -0.49 2.98
C 4.35 -1.02 3.07
N 1.36 -0.76 -1.05
C 0.94 -1.11 -2.38
C 0.51 -2.41 -2.63
C 0.02 -2.76 -3.88
C -0.05 -1.81 -4.88
C 0.38 -0.51 -4.63
C 0.88 -0.14 -3.38
C 1.34 1.28 -3.14
H 6.69 -2.08 -3.53
H 5.59 -0.91 -2.81
H 4.97 -2.16 -3.89
H 7.35 -3.93 -2.23
H 7.06 -5.44 -0.29
H 5.04 -5.24 1.13
H 3.32 -3.57 0.59
H 3.18 -1.73 -2.43
H 3.88 -1.29 0.82
H -0.65 0.95 2.80
H 0.53 0.89 4.95
H 2.83 -0.01 5.06
H 4.73 -0.94 4.08
H 5.03 -0.45 2.42
H 4.41 -2.08 2.78
H 0.56 -3.14 -1.83
H -0.31 -3.78 -4.06
H -0.44 -2.07 -5.86
H 0.32 0.23 -5.41
H 1.00 1.93 -3.94
H 2.43 1.34 -3.08
H 0.96 1.68 -2.20
```


Record 2
C28H28ClN5PRuS | wB97M-V/def2-TZVPD

Computed properties:
Gap between HOMO and LUMO (spin up / spin down) = 6.3406 / 5.3830 eV
E_tot = -2651.1690 Ha
Net charge = +3
2S+1 = 5

The geometry in XYZ format:
```
65
C28H28ClN5PRuS (wB97M-V/def2-TZVPD)
Ru 0.64 0.34 -0.30
N 0.51 0.26 1.97
C -0.30 -0.77 2.62
C -0.41 -0.81 4.00
C -1.21 -1.77 4.60
C -1.91 -2.68 3.82
C -1.79 -2.66 2.44
C -0.97 -1.71 1.84
P -0.77 -1.59 0.05
C -1.94 -2.71 -0.72
C -3.23 -2.26 -1.02
C -4.17 -3.15 -1.49
C -3.83 -4.49 -1.67
C -2.55 -4.93 -1.37
C -1.59 -4.05 -0.91
C 0.91 -2.19 -0.36
C 1.87 -2.55 0.59
C 3.10 -3.04 0.16
C 3.38 -3.16 -1.19
C 2.43 -2.79 -2.15
C 1.20 -2.30 -1.74
H 1.48 0.17 2.26
H 0.23 1.17 2.32
H 0.13 -0.09 4.61
H -1.30 -1.79 5.68
H -2.55 -3.42 4.29
H -2.33 -3.38 1.83
H -3.49 -1.21 -0.87
H -5.17 -2.81 -1.72
H -4.56 -5.18 -2.05
H -2.29 -5.97 -1.50
H -0.59 -4.39 -0.68
H 1.64 -2.50 1.65
H 3.84 -3.35 0.89
H 4.34 -3.55 -1.51
H 2.65 -2.90 -3.20
H 0.44 -2.07 -2.48
C -2.58 4.99 -1.29
C -1.86 4.00 -2.12
N -1.81 3.97 -3.41
N -1.06 2.89 -3.73
C -0.63 2.23 -2.67
S 0.28 0.79 -2.63
N -1.13 2.92 -1.62
N -0.89 2.56 -0.30
H -3.09 5.69 -1.95
H -1.91 5.55 -0.65
H -3.33 4.50 -0.66
H -0.89 2.68 -4.71
H -0.40 3.32 0.17
H -1.78 2.41 0.17
Cl 3.85 1.23 2.49
C 3.11 2.44 1.50
C 3.07 3.73 1.98
C 2.65 4.77 1.15
C 2.31 4.52 -0.18
C 2.34 3.24 -0.66
C 2.72 2.14 0.16
C 2.77 0.82 -0.40
H 3.39 3.94 2.99
H 2.63 5.78 1.54
H 2.06 5.34 -0.84
H 2.11 3.04 -1.70
H 3.27 0.05 0.19
H 2.99 0.76 -1.46
```


Record 3
C28H28ClN7Ti | wB97M-V/def2-TZVPD

Computed properties:
Gap between HOMO and LUMO (spin up / spin down) = 6.5716 / 7.0713 eV
E_tot = -2776.5782 Ha
Net charge = +1
2S+1 = 2

The geometry in XYZ format:
```
65
C28H28ClN7Ti (wB97M-V/def2-TZVPD)
Ti 0.81 -1.80 -0.31
C 3.90 4.02 -1.24
C 3.07 3.92 0.05
C 3.94 4.23 1.28
C 1.93 4.95 -0.01
C 2.54 2.51 0.16
C 3.42 1.41 0.24
C 2.92 0.13 0.27
N 1.60 -0.14 0.21
C 0.73 0.90 0.13
C 1.19 2.22 0.13
C -0.67 0.53 -0.06
C -1.74 1.42 0.01
C -3.04 0.98 -0.23
C -3.21 -0.37 -0.56
C -2.11 -1.20 -0.63
N -0.87 -0.77 -0.38
C -4.24 1.89 -0.11
C -3.84 3.37 -0.02
C -5.14 1.71 -1.34
C -4.98 1.49 1.17
H 4.28 5.03 -1.35
H 3.29 3.78 -2.11
H 4.75 3.33 -1.22
H 4.27 5.26 1.24
H 4.82 3.59 1.31
H 3.37 4.08 2.19
H 2.35 5.95 -0.07
H 1.31 4.90 0.88
H 1.32 4.80 -0.90
H 4.49 1.56 0.27
H 3.58 -0.74 0.33
H 0.47 3.02 0.05
H -1.56 2.45 0.27
H -4.18 -0.78 -0.77
H -2.20 -2.25 -0.91
H -3.25 3.66 -0.89
H -3.28 3.58 0.89
H -4.73 3.98 -0.01
H -4.57 1.85 -2.26
H -5.94 2.45 -1.31
H -5.60 0.73 -1.36
H -4.35 1.66 2.04
H -5.26 0.44 1.16
H -5.88 2.09 1.27
N 0.02 -2.58 1.28
C -0.87 -3.36 1.27
C -1.83 -4.28 1.10
C -1.38 -5.47 0.50
N -0.94 -6.39 -0.04
C -3.19 -4.02 1.34
N -4.29 -3.75 1.50
N 3.01 -8.68 0.24
C 2.79 -7.57 0.11
C 2.51 -6.19 -0.06
C 1.83 -5.75 -1.20
C 1.52 -4.41 -1.30
N 1.88 -3.50 -0.39
C 2.58 -3.92 0.68
C 2.90 -5.25 0.89
H 1.52 -6.44 -1.96
H 0.97 -4.04 -2.17
H 2.86 -3.15 1.41
H 3.42 -5.56 1.79
Cl 0.96 -1.47 -2.48
```


Record 4
C28H28CrN2Si | wB97M-V/def2-TZVPD

Computed properties:
Gap between HOMO and LUMO (spin up / spin down) = 5.6214 / 6.3075 eV
E_tot = -2526.9937 Ha
2S+1 = 5

The geometry in XYZ format:
```
60
C28H28CrN2Si (wB97M-V/def2-TZVPD)
C -1.31 -0.95 2.35
C -0.48 0.05 2.89
C -1.15 1.31 2.83
H 0.53 -0.10 3.28
C -2.49 1.06 2.35
C -2.59 -0.38 2.08
H -3.48 -0.91 1.74
H -1.07 -2.00 2.36
H -0.73 2.25 3.20
H -3.29 1.79 2.28
Cr -1.34 0.48 0.55
C 0.16 0.56 -0.79
H -0.54 1.44 -0.89
H -0.07 -0.39 -1.32
H 1.14 0.95 -1.27
Si 2.15 -0.25 0.62
C 2.33 -1.78 -0.52
C 2.96 -2.78 0.23
H 3.40 -2.51 1.18
C 2.98 -4.10 -0.20
H 3.29 -4.88 0.48
C 2.60 -4.42 -1.50
H 2.64 -5.43 -1.87
C 2.10 -3.41 -2.32
H 1.80 -3.65 -3.34
C 1.96 -2.08 -1.87
H 1.57 -1.34 -2.59
C 3.17 1.25 0.50
C 4.49 0.78 0.77
H 4.94 -0.08 0.27
C 5.20 1.38 1.82
H 6.12 0.95 2.23
C 4.68 2.51 2.42
H 5.12 2.90 3.34
C 3.53 3.11 1.94
H 3.15 4.02 2.40
C 2.77 2.54 0.92
H 1.92 3.05 0.49
H 0.69 0.07 1.24
H 2.68 -0.68 1.85
C -3.48 3.88 -0.80
C -4.30 3.34 -1.79
C -4.21 1.95 -2.00
C -3.44 1.11 -1.19
N -2.66 1.70 -0.23
C -2.65 3.04 -0.05
C -3.17 -0.30 -1.42
C -3.52 -1.04 -2.55
C -3.01 -2.31 -2.76
C -2.08 -2.84 -1.85
C -1.71 -2.09 -0.75
N -2.30 -0.87 -0.52
H -3.41 4.94 -0.66
H -4.92 3.99 -2.45
H -4.68 1.49 -2.85
H -1.92 3.45 0.67
H -4.19 -0.62 -3.29
H -3.31 -2.94 -3.60
H -1.63 -3.82 -1.97
H -0.91 -2.39 -0.07
```